(1)
Entry from OMol25: a molecular structure, C43H34AsBrN7O3RuS2Se (ωB97M-V with the def2-TZVPD basis set).

As for the spin multiplicity: 2.

Each line ends with the Mulliken charge.
Positions of all 93 atoms, in Å:
As  -1.0730  -0.9238  -3.3981  1.135
C  -0.8350  2.0536  2.7293  1.055
Se  -4.1451  2.3609  -0.5341  0.147
N  -0.2265  -0.2048  3.9200  0.552
C  -3.8031  -0.8255  -2.4196  0.521
H  6.1494  0.1393  3.6421  0.411
H  -2.6785  -3.3501  -4.3638  0.357
N  -3.0729  3.0178  -1.7846  -0.910
H  -5.0170  -4.0848  -4.0613  0.401
C  -0.4069  0.8189  4.7830  0.781
H  5.4904  -3.6875  1.8375  0.425
H  3.8469  0.8052  2.9984  0.451
C  5.5079  -0.5517  3.1132  -0.787
C  -1.5700  2.8439  -6.2698  -0.523
C  -0.0418  -0.6516  6.6308  -0.450
C  -1.1756  3.3586  2.2543  -0.990
H  0.7188  0.6232  -5.1348  0.519
C  -3.3626  -2.7517  -3.7731  -0.572
C  3.3807  -1.0525  2.0719  -0.169
C  -3.1295  -0.7548  2.6601  -0.182
H  0.5523  2.6373  -6.5345  0.391
H  -0.3852  -1.5762  -0.0728  0.059
C  -3.7508  -3.4690  0.1677  -1.030
H  -6.5932  -2.7165  -2.7359  0.361
H  0.9799  -5.0257  -6.9282  0.354
H  -3.4586  0.0887  -1.9508  -0.009
H  -4.3508  -2.5272  2.9072  0.348
H  0.0360  -0.8265  7.6955  0.429
H  -2.9245  -4.1422  -0.0630  0.339
C  0.0190  -1.4326  4.3833  -0.519
C  -5.1214  -1.2262  -2.2550  -0.668
H  -1.5898  5.3060  3.1714  0.509
C  5.9575  -1.8231  2.7907  -0.482
C  -0.2486  1.0935  -5.2845  -0.417
N  -2.0042  -0.7712  1.8579  0.747
H  -4.9935  -1.3459  1.7424  0.296
C  -0.5255  -2.1466  -6.0137  -0.084
H  1.1336  -5.2625  -4.4745  0.427
C  2.0063  -0.5611  1.7806  1.801
C  -2.7030  2.2974  -5.6893  -0.663
C  0.4098  2.0934  -2.0069  -1.030
N  -0.5541  1.0520  -0.0401  1.715
H  -0.4468  1.4489  6.8307  0.461
C  -2.1593  -1.7497  0.9180  -0.463
C  5.1364  -2.7018  2.1058  -0.634
C  -1.7814  1.5699  -0.4476  -0.224
H  -1.6439  3.7348  -6.8797  0.372
H  1.3118  2.1792  -2.5969  0.433
S  0.1955  -3.6302  -2.3151  -0.348
C  -5.5652  -2.3990  -2.8551  -0.771
H  -0.8021  3.3386  -3.2584  0.529
C  0.1580  -3.4091  -4.0449  0.572
C  -1.3311  4.2632  3.2566  -0.496
O  -3.3419  -0.0197  3.5872  -0.632
C  -2.9159  -1.5653  -3.2029  0.413
C  -4.6809  -3.1636  -3.6020  -0.692
C  0.5802  -4.2497  -6.2860  -0.451
H  -3.5109  0.7350  -4.4757  0.408
C  -4.0840  -1.8199  2.1200  -0.467
C  -2.6098  1.1488  -4.9091  -0.123
N  -2.8934  1.3769  0.2290  -0.098
H  -1.4096  -2.6924  -0.7795  -0.125
C  -1.8851  2.4891  -1.5664  0.768
H  -4.1467  -3.0530  -0.7610  0.292
Br  2.8605  -3.5700  0.7319  -0.137
H  -5.8025  -0.6234  -1.6661  0.370
C  0.4628  1.2831  -0.8323  -0.501
C  4.2273  -0.1759  2.7535  -0.583
N  -1.2996  -2.0053  -0.0321  0.527
S  -1.0669  3.5803  4.8092  -0.332
O  1.7562  0.6794  1.9471  -0.775
C  -0.7284  2.7218  -2.3730  -0.697
C  -0.7335  2.0514  4.1052  0.115
H  0.3183  -2.7086  6.0675  0.454
Ru  -0.3464  0.3073  1.9309  -0.313
H  -0.9990  -1.2710  -6.4398  0.426
O  1.0618  -1.3098  1.4165  -0.322
C  0.6731  -4.3871  -4.9130  -0.630
H  -1.2954  3.6272  1.2134  0.357
H  -0.1164  -3.0375  -7.9236  0.394
N  -3.2984  -2.4334  1.0751  0.008
H  6.9563  -2.1354  3.0668  0.383
H  -3.6691  2.7605  -5.8449  0.407
C  -1.3808  0.5349  -4.6889  0.038
H  -4.5296  -4.0454  0.6631  0.400
C  0.1163  -1.7022  5.7326  -1.097
C  -0.0302  -3.1341  -6.8490  -0.861
C  -0.3055  0.6162  6.1555  -0.975
C  -0.4175  -2.2668  -4.6304  -0.960
H  1.4028  0.8273  -0.5436  0.457
C  3.8485  -2.3282  1.7395  0.246
C  -0.3380  2.2300  -6.0723  -0.795
H  0.1543  -2.2018  3.6329  0.626

Force components x, y, z for each atom (eV/Å):
As 0.1 -0.1 0.0
C -0.3 0.0 0.1
Se 0.1 0.0 0.0
N 0.2 0.0 0.1
C 0.1 0.0 -0.1
H 0.0 0.0 0.0
H 0.0 0.0 0.0
N 0.0 -0.1 0.1
H 0.0 0.0 0.0
C -0.1 0.0 -0.1
H 0.0 0.0 0.0
H 0.0 0.0 0.0
C -0.1 0.0 0.0
C 0.0 0.0 0.0
C 0.0 0.0 0.0
C 0.1 -0.1 0.0
H 0.0 0.0 0.0
C -0.1 0.0 -0.1
C -0.1 -0.1 -0.1
C -0.1 -0.1 -0.2
H 0.0 0.0 0.0
H -0.1 0.1 0.2
C 0.0 -0.1 0.0
H 0.0 0.0 0.0
H 0.0 0.0 0.0
H 0.0 0.0 0.0
H 0.0 0.0 0.0
H 0.0 0.0 0.0
H 0.0 0.0 0.0
C 0.1 0.0 0.0
C 0.0 0.0 -0.1
H 0.0 0.0 0.0
C 0.0 0.0 0.0
C 0.0 0.0 0.0
N -0.2 -0.5 -0.1
H 0.0 0.0 0.0
C 0.1 0.0 0.0
H 0.0 0.0 0.0
C 0.3 0.3 -0.2
C 0.0 0.0 0.0
C 0.1 0.0 -0.1
N -0.1 0.0 -0.3
H 0.0 0.0 0.0
C -0.2 0.0 0.0
C 0.0 0.0 0.0
C -0.1 0.5 0.2
H 0.0 0.0 0.0
H 0.0 0.0 0.0
S -0.1 0.0 0.2
C 0.0 0.0 0.0
H 0.0 0.0 0.0
C -0.1 0.0 0.1
C 0.0 0.0 0.1
O 0.0 0.0 0.2
C -0.1 0.0 0.2
C 0.1 0.0 0.0
C 0.0 -0.1 0.1
H 0.0 0.0 0.0
C 0.0 0.0 0.1
C 0.1 0.0 0.0
N 0.2 0.0 0.0
H -0.1 -0.1 -0.1
C 0.0 -0.3 -0.1
H 0.0 0.0 0.1
Br -0.1 -0.1 -0.1
H 0.0 0.0 0.0
C -0.3 -0.1 0.2
C 0.0 0.0 0.0
N 0.3 0.0 -0.3
S 0.0 0.0 0.0
O -0.2 -0.1 0.3
C 0.0 0.0 0.0
C 0.0 0.0 0.0
H 0.0 0.0 0.0
Ru 0.6 0.5 -0.1
H 0.0 0.0 0.0
O 0.0 -0.3 0.1
C 0.0 0.0 -0.1
H 0.0 0.0 0.0
H 0.0 0.0 0.0
N 0.0 0.1 -0.1
H 0.0 0.0 0.0
H 0.0 0.0 0.0
C -0.2 0.1 0.0
H 0.0 0.0 0.0
C 0.0 0.1 0.0
C 0.0 0.0 -0.1
C 0.0 0.0 0.0
C 0.0 0.0 -0.1
H 0.0 0.1 0.0
C 0.1 0.2 0.1
C 0.0 0.0 0.0
H 0.0 0.0 0.0

***

(2)
Entry from OMol25: a molecular structure, C43H35ClFeN3O2P2S2 (ωB97M-V with the def2-TZVPD basis set).

As for the spin multiplicity: 6.

Each line ends with the Mulliken charge.
Positions of all 89 atoms, in Å:
O  -2.1498  -0.1164  1.3945  -0.559
C  -2.7363  4.9633  1.0256  -0.509
H  -2.2677  1.9579  -4.2913  0.466
C  5.9691  -0.1314  -1.9054  -0.601
C  1.4590  -3.2024  -0.3992  0.755
H  -3.8992  -2.3311  -2.0201  0.412
C  4.6470  0.3027  -1.7430  -0.705
C  -2.3479  3.6421  0.6992  -0.340
H  0.2707  -3.0728  -2.1950  0.474
S  0.7507  -2.1885  2.4196  -0.457
C  2.6136  -3.6965  0.1821  -0.594
H  -3.2969  6.2790  -2.0983  0.355
H  1.0000  -1.0469  -2.7671  0.120
C  -3.2621  -1.3346  4.6282  -0.823
C  1.2088  -0.0708  -3.2513  -0.232
C  5.6861  -1.5115  0.0212  -0.360
H  -2.4465  -2.2232  2.8243  0.457
C  3.7759  -0.1898  -0.7475  0.424
C  0.7820  0.1877  -4.5715  -0.739
C  -1.3764  -4.0361  0.3523  -0.547
H  1.3429  -5.0001  -3.2280  0.389
C  1.4434  2.4792  -4.2504  -0.709
C  4.3576  -1.0997  0.1989  -0.288
N  -1.7684  2.0215  -0.9321  0.573
H  6.4941  0.1707  -2.7729  0.437
C  1.7344  -4.6000  -2.3029  -1.055
C  -2.9156  1.1356  3.2649  0.538
H  4.2992  1.0724  -2.4266  0.341
Fe  -0.6591  1.0422  0.7939  0.019
H  3.3632  -6.0111  -2.1104  0.460
P  2.0794  0.4075  -0.7131  1.819
C  -1.9051  1.5781  -2.1869  0.073
C  -2.9757  5.8764  0.0027  -0.746
H  0.5659  1.7853  -6.0556  0.448
H  0.4601  -0.5813  -5.2732  0.425
H  -2.1386  -0.9772  -0.9167  0.054
C  -2.8940  3.6316  -3.0252  -0.823
H  -2.4779  -5.8248  0.0554  0.491
C  2.7888  -5.2408  -1.6832  -0.627
C  -2.3105  3.2675  -0.6976  0.591
C  -2.7363  2.4323  2.6416  -0.326
C  0.7389  1.4922  3.7587  0.371
C  -2.7915  4.1847  -1.7349  0.347
H  -3.1317  3.3133  3.2264  0.102
C  -3.2098  -2.8485  -1.3469  -0.631
S  1.9181  2.2305  0.2521  -0.977
C  -2.5742  -0.0969  2.6288  0.569
C  1.8381  2.1939  -2.9408  -0.215
H  -1.6486  0.5360  -2.3588  0.340
H  7.6069  -1.1294  -0.9890  0.361
C  1.0908  -3.5498  -1.6920  -0.206
C  3.2511  -4.7552  -0.4535  -0.864
H  6.0895  -2.2678  0.6746  0.407
P  0.3756  -2.0305  0.4716  1.370
C  0.3127  1.0986  5.1555  -1.282
C  -3.2889  -4.2181  -1.0694  -0.660
Cl  -4.8229  -0.2697  6.5203  -0.235
C  -2.7068  -1.3299  3.3379  -0.515
H  -3.4715  4.1971  -3.7641  0.388
H  4.1170  -5.1732  -0.0133  0.465
C  -1.2348  -2.6922  0.0429  0.387
C  -2.3782  -4.8109  -0.2244  -0.793
H  -3.2612  -2.2193  5.2319  0.442
H  2.1595  2.9764  -2.2868  0.532
C  -2.3941  2.3710  -3.2857  -1.097
C  -2.1927  -2.0575  -0.7981  -0.170
H  -3.0275  6.9312  0.2368  0.378
C  1.7694  0.8854  -2.4514  -0.206
C  0.6670  -0.4038  -0.0924  0.265
H  2.4288  2.3602  4.4572  0.201
H  -0.4428  0.3358  5.0602  0.115
H  -3.8160  2.0509  5.0075  0.346
C  6.5347  -0.9158  -0.9274  -0.655
C  0.8719  1.5075  -5.0518  -0.528
H  3.0009  -3.2729  1.1149  0.509
H  -0.0322  1.9768  5.6896  0.338
H  -4.0941  -4.7559  -1.5599  0.363
C  -3.5640  1.1018  4.5201  -0.882
H  -0.6459  -4.5048  1.0431  0.349
H  1.2237  0.7608  5.6714  0.465
H  -2.7197  5.2718  2.0721  0.389
C  -3.7946  -0.1237  5.1799  0.244
O  0.1035  1.2032  2.7469  -0.017
H  3.8182  -1.3762  1.1080  0.626
C  -3.0486  5.5095  -1.3382  -0.726
H  2.3463  2.2960  2.7120  0.151
N  1.8932  2.1523  3.6349  -0.257
H  1.5748  3.4808  -4.6881  0.377
N  -1.9661  2.6381  1.5714  0.635

Force components x, y, z for each atom (eV/Å):
O 0.1 -0.1 0.7
C 0.9 -1.7 0.0
H -0.6 0.1 0.4
C -1.3 0.5 1.2
C -0.3 1.1 -0.3
H -0.1 -0.5 0.3
C -0.5 -0.3 -0.3
C -0.1 2.3 -0.9
H -0.4 0.1 0.0
S 0.0 0.1 -0.2
C 0.1 -0.6 0.1
H 0.2 -0.7 0.6
H 0.4 0.4 -0.7
C 0.4 1.4 -1.4
C -1.0 -1.7 -0.9
C 0.0 0.9 0.4
H 0.5 -0.6 -0.1
C 2.0 -0.9 0.6
C 0.3 0.8 0.0
C 0.5 -0.6 0.3
H 0.2 0.2 -0.3
C 0.1 0.6 0.2
C -0.1 0.8 -0.9
N -1.4 0.1 -2.1
H 0.7 0.6 -0.5
C -0.1 -0.7 -0.7
C 0.1 0.5 0.4
H -0.2 -0.3 -0.1
Fe 0.3 -0.1 -0.6
H 0.2 -1.0 -0.8
P -1.1 2.6 0.8
C 0.4 0.9 0.3
C 0.0 0.2 -1.1
H 0.0 -0.3 0.0
H -0.2 0.0 0.6
H 0.0 -0.3 -0.3
C -0.1 -0.3 -0.6
H 0.0 -1.0 0.1
C 0.3 1.3 1.4
C 0.5 0.8 0.4
C 1.8 0.1 -0.1
C 0.1 -0.2 -0.9
C 0.7 -1.6 2.0
H -0.3 -0.8 -1.0
C 0.6 0.9 0.1
S 0.3 -0.6 -0.1
C 0.3 -0.2 -1.0
C 0.1 -0.2 -0.5
H 0.4 0.2 -0.1
H -0.5 -0.3 0.2
C 0.2 -0.6 0.4
C -0.6 0.6 -0.7
H 0.1 0.1 0.4
P 1.3 0.3 1.3
C 0.9 0.3 -0.5
C -0.5 0.8 -0.8
Cl -0.4 0.2 1.1
C -1.1 1.3 1.6
H 0.7 -0.1 -0.1
H 0.8 -0.4 0.4
C -0.9 0.4 -1.2
C 0.0 1.0 0.4
H -0.3 -0.5 0.1
H 0.3 0.3 0.2
C 0.2 -0.1 0.9
C 0.5 -1.1 0.8
H -0.4 0.0 0.1
C -0.7 0.6 0.0
C -0.6 -0.1 -0.1
H 0.1 0.0 0.0
H -0.2 -0.2 0.3
H -0.2 -0.4 -0.2
C -0.3 -1.2 -0.3
C 0.4 -1.0 0.2
H -0.5 -0.5 -0.3
H -0.3 0.1 0.1
H 0.2 -0.3 0.2
C -0.1 -1.2 1.0
H -0.5 0.3 -0.5
H -0.5 -0.2 0.0
H 0.0 0.0 -0.3
C 1.3 0.5 -2.1
O -0.4 -0.3 0.7
H 0.0 -0.2 -0.5
C -0.4 0.7 0.1
H -0.8 -0.2 0.7
N 1.1 0.5 -0.2
H -0.1 -0.4 0.6
N -2.1 -1.0 1.7

***

Which E_tot belongs to each record? In order, -282197.4877 -140882.6533 eV.